(1)
4 unconnected molecules or ions with the total composition C23H54FS, computed with ωB97M-V/def2-TZVPD.

Output
HOMO-LUMO gap (eV): 9.64
Charge: +1
HOMO level (eV): -12.98

Bonds (Å) are listed after each position.
Geometry (Å):
1 C 1.464 -0.886 1.160  C2 1.531, H8 1.095, H9 1.096, H10 1.096
2 C 0.741 0.411 0.788  C1 1.531, S3 1.809, H11 1.095, H12 1.095
3 S -0.595 0.866 1.919  C2 1.809, C4 1.874, H13 1.346
4 C -2.140 0.274 1.042  S3 1.874, F5 1.352, C6 1.509, H14 1.096
5 F -1.933 0.711 -0.221  C4 1.352
6 C -2.382 -1.212 1.134  C4 1.509, C7 1.534, H15 1.098, H16 1.097
7 C -3.386 -1.671 0.069  C6 1.534, H17 1.093, H18 1.095, H19 1.098
8 H 0.781 -1.742 1.138  C1 1.095
9 H 2.259 -1.053 0.424  C1 1.096
10 H 1.927 -0.821 2.151  C1 1.096
11 H 1.423 1.267 0.775  C2 1.095
12 H 0.279 0.341 -0.203  C2 1.095
13 H -0.467 -0.108 2.840  S3 1.346
14 H -2.944 0.876 1.481  C4 1.096
15 H -2.792 -1.402 2.135  C6 1.098
16 H -1.438 -1.762 1.035  C6 1.097
17 H -3.737 -2.677 0.313  C7 1.093
18 H -2.926 -1.694 -0.925  C7 1.095
19 H -4.259 -1.007 0.029  C7 1.098
20 C 1.202 -5.021 1.862  C21 1.525, H26 1.090, H27 1.092, H28 1.095
21 C 2.527 -4.444 1.374  C20 1.525, C22 1.528, H29 1.093, H30 1.094
22 C 2.850 -4.792 -0.078  C21 1.528, C23 1.530, H31 1.093, H32 1.096
23 C 2.992 -6.290 -0.359  C22 1.530, C24 1.528, H33 1.094, H34 1.093
24 C 4.042 -7.002 0.493  C23 1.528, C25 1.525, H35 1.092, H36 1.094
25 C 5.453 -6.455 0.308  C24 1.525, H37 1.092, H38 1.090, H39 1.092
26 H 1.206 -6.111 1.844  C20 1.090
27 H 0.988 -4.716 2.888  C20 1.092
28 H 0.374 -4.689 1.228  C20 1.095
29 H 3.335 -4.779 2.029  C21 1.093
30 H 2.501 -3.355 1.471  C21 1.094
31 H 3.770 -4.277 -0.369  C22 1.093
32 H 2.061 -4.392 -0.725  C22 1.096
33 H 3.246 -6.418 -1.416  C23 1.094
34 H 2.026 -6.782 -0.223  C23 1.093
35 H 4.031 -8.064 0.235  C24 1.092
36 H 3.765 -6.950 1.550  C24 1.094
37 H 5.760 -6.517 -0.738  C25 1.092
38 H 6.173 -7.021 0.899  C25 1.090
39 H 5.528 -5.411 0.615  C25 1.092
40 C -7.631 4.039 2.583  C41 1.525, H46 1.092, H47 1.090, H48 1.092
41 C -6.893 4.904 1.567  C40 1.525, C42 1.528, H49 1.094, H50 1.092
42 C -6.207 4.102 0.463  C41 1.528, C43 1.530, H51 1.093, H52 1.094
43 C -5.142 3.120 0.955  C42 1.530, C44 1.529, H53 1.097, H54 1.095
44 C -4.022 3.754 1.781  C43 1.529, C45 1.525, H55 1.097, H56 1.092
45 C -3.211 4.795 1.017  C44 1.525, H57 1.093, H58 1.091, H59 1.090
46 H -6.952 3.377 3.124  C40 1.092
47 H -8.143 4.654 3.323  C40 1.090
48 H -8.382 3.417 2.091  C40 1.092
49 H -6.162 5.532 2.084  C41 1.094
50 H -7.600 5.594 1.101  C41 1.092
51 H -5.761 4.792 -0.258  C42 1.093
52 H -6.964 3.539 -0.091  C42 1.094
53 H -4.702 2.623 0.082  C43 1.097
54 H -5.621 2.334 1.548  C43 1.095
55 H -3.349 2.957 2.118  C44 1.097
56 H -4.429 4.199 2.691  C44 1.092
57 H -2.776 4.366 0.111  C45 1.093
58 H -2.398 5.190 1.628  C45 1.091
59 H -3.830 5.640 0.716  C45 1.090
60 C 4.398 1.496 -0.830  C61 1.525, H66 1.090, H67 1.090, H68 1.095
61 C 3.258 2.352 -1.372  C60 1.525, C62 1.526, H69 1.092, H70 1.096
62 C 2.384 1.630 -2.393  C61 1.526, C63 1.530, H71 1.094, H72 1.099
63 C 3.104 1.178 -3.665  C62 1.530, C64 1.528, H73 1.094, H74 1.093
64 C 3.790 2.303 -4.438  C63 1.528, C65 1.525, H75 1.092, H76 1.094
65 C 2.831 3.386 -4.920  C64 1.525, H77 1.092, H78 1.090, H79 1.092
66 H 5.091 1.204 -1.619  C60 1.090
67 H 4.971 2.031 -0.073  C60 1.090
68 H 4.019 0.576 -0.374  C60 1.095
69 H 3.664 3.269 -1.803  C61 1.092
70 H 2.624 2.679 -0.539  C61 1.096
71 H 1.543 2.276 -2.661  C62 1.094
72 H 1.944 0.742 -1.917  C62 1.099
73 H 2.376 0.689 -4.319  C63 1.094
74 H 3.844 0.413 -3.415  C63 1.093
75 H 4.301 1.866 -5.298  C64 1.092
76 H 4.574 2.756 -3.823  C64 1.094
77 H 2.050 2.960 -5.554  C65 1.092
78 H 3.356 4.143 -5.503  C65 1.090
79 H 2.343 3.899 -4.089  C65 1.092

***

(2)
5 unconnected molecules or ions with the total composition C23H54NO4S4 at a distorted geometry, computed with ωB97M-V/def2-TZVPD.

Output
HOMO-LUMO gap (eV): 6.77
Charge: +1
HOMO level (eV): -9.51

Bonds (Å) are listed after each position.
Geometry (Å):
1 C -3.796 -1.615 2.267  C2 1.518, H17 1.087, H18 1.092, H19 1.093
2 C -2.957 -1.711 1.006  C1 1.518, C3 1.525, C4 1.358
3 C -3.512 -1.072 -0.262  C2 1.525, H20 1.105, H21 1.088, H22 1.085
4 C -1.731 -2.296 0.967  C2 1.358, C5 1.521, H23 1.086
5 C -0.573 -1.564 0.307  C4 1.521, C6 1.544, H24 1.098, H25 1.090
6 C 0.471 -1.197 1.383  C5 1.544, C7 1.545, H26 1.087, H27 1.091
7 C 0.739 0.322 1.463  C6 1.545, C8 1.544, C9 1.538, H28 1.091
8 C 1.155 0.808 0.057  C7 1.544, H29 1.089, H30 1.092, H31 1.093
9 C -0.521 0.978 2.052  C7 1.538, C10 1.535, H32 1.093, H33 1.094
10 C -0.683 2.498 1.909  C9 1.535, C11 1.549, H34 1.094, H35 1.093
11 C -1.295 2.966 0.565  C10 1.549, C12 1.550, C16 1.522, H36 1.095
12 C -2.617 3.759 0.723  C11 1.550, C13 1.564, H37 1.091, H38 1.089
13 C -2.830 4.984 -0.226  C12 1.564, C14 1.542, H39 1.088, H40 1.088
14 C -1.941 5.093 -1.482  C13 1.542, N15 1.495, H41 1.089, H42 1.087
15 N -0.830 4.092 -1.526  C14 1.495, C16 1.488, H43 1.020, H44 1.021
16 C -0.303 3.871 -0.153  C11 1.522, N15 1.488, H45 1.091, H46 1.086
17 H -3.133 -1.378 3.094  C1 1.087
18 H -4.383 -2.508 2.492  C1 1.092
19 H -4.459 -0.754 2.147  C1 1.093
20 H -3.180 -0.020 -0.339  C3 1.105
21 H -4.599 -1.066 -0.240  C3 1.088
22 H -3.119 -1.569 -1.143  C3 1.085
23 H -1.559 -3.292 1.363  C4 1.086
24 H -0.107 -2.213 -0.446  C5 1.098
25 H -0.977 -0.705 -0.228  C5 1.090
26 H 1.417 -1.650 1.097  C6 1.087
27 H 0.167 -1.584 2.357  C6 1.091
28 H 1.594 0.446 2.131  C7 1.091
29 H 0.321 1.115 -0.573  C8 1.089
30 H 1.630 -0.030 -0.458  C8 1.092
31 H 1.925 1.582 0.106  C8 1.093
32 H -1.430 0.484 1.699  C9 1.093
33 H -0.479 0.782 3.127  C9 1.094
34 H 0.249 3.036 2.105  C10 1.094
35 H -1.371 2.820 2.695  C10 1.093
36 H -1.518 2.085 -0.046  C11 1.095
37 H -2.631 4.149 1.742  C12 1.091
38 H -3.480 3.098 0.654  C12 1.089
39 H -3.871 4.974 -0.540  C13 1.088
40 H -2.704 5.894 0.355  C13 1.088
41 H -1.479 6.080 -1.479  C14 1.089
42 H -2.538 5.059 -2.389  C14 1.087
43 H -0.087 4.436 -2.134  N15 1.020
44 H -1.145 3.211 -1.934  N15 1.021
45 H -0.261 4.821 0.382  C16 1.091
46 H 0.707 3.471 -0.160  C16 1.086
47 C 5.898 -1.702 -0.046  S48 1.796, H51 1.088, H52 1.090, H53 1.090
48 S 5.025 -0.986 1.351  C47 1.796, O49 1.489, C50 1.798
49 O 3.628 -1.501 1.301  S48 1.489
50 C 4.992 0.693 0.710  S48 1.798, H54 1.091, H55 1.090, H56 1.089
51 H 5.990 -2.771 0.132  C47 1.088
52 H 5.332 -1.527 -0.960  C47 1.090
53 H 6.890 -1.257 -0.118  C47 1.090
54 H 4.488 0.705 -0.257  C50 1.091
55 H 6.012 1.064 0.614  C50 1.090
56 H 4.445 1.310 1.421  C50 1.089
57 C -4.913 8.324 -2.087  S58 1.796, H61 1.088, H62 1.091, H63 1.089
58 S -3.337 9.183 -2.039  C57 1.796, O59 1.495, C60 1.794
59 O -2.269 8.136 -2.015  S58 1.495
60 C -3.502 9.799 -0.362  S58 1.794, H64 1.090, H65 1.090, H66 1.088
61 H -4.995 7.826 -3.052  C57 1.088
62 H -4.954 7.587 -1.284  C57 1.091
63 H -5.721 9.047 -1.982  C57 1.089
64 H -3.637 8.963 0.325  C60 1.090
65 H -4.354 10.477 -0.310  C60 1.090
66 H -2.591 10.339 -0.113  C60 1.088
67 C 1.187 -6.630 0.151  S68 1.795, H71 1.088, H72 1.089, H73 1.090
68 S -0.178 -5.821 0.991  C67 1.795, O69 1.485, C70 1.799
69 O -0.693 -6.768 2.012  S68 1.485
70 C -1.312 -5.877 -0.405  S68 1.799, H74 1.090, H75 1.091, H76 1.089
71 H 2.003 -6.741 0.862  C67 1.088
72 H 0.876 -7.612 -0.202  C67 1.089
73 H 1.515 -6.016 -0.687  C67 1.090
74 H -1.456 -6.912 -0.716  C70 1.090
75 H -0.905 -5.285 -1.226  C70 1.091
76 H -2.261 -5.452 -0.084  C70 1.089
77 C 5.171 -7.496 -2.832  S78 1.798, H81 1.088, H82 1.090, H83 1.090
78 S 4.498 -8.939 -1.996  C77 1.798, O79 1.486, C80 1.797
79 O 3.057 -8.670 -1.755  S78 1.486
80 C 5.352 -8.668 -0.438  S78 1.797, H84 1.090, H85 1.090, H86 1.088
81 H 4.728 -7.448 -3.824  C77 1.088
82 H 4.915 -6.597 -2.269  C77 1.090
83 H 6.252 -7.598 -2.918  C77 1.090
84 H 5.084 -7.689 -0.040  C80 1.090
85 H 6.428 -8.735 -0.598  C80 1.090
86 H 5.037 -9.446 0.254  C80 1.088